273
Properties=species:S:1:pos:R:3:forces:R:3 method="wB97M-V/def2-TZVPD" spin_multiplicity=1 gap_ev=7.23 homo_ev=-13.21 charge=+5
C 8.482 2.133 -3.894 0.39 1.53 -0.77
C 7.016 2.275 -4.283 -0.03 0.09 -0.09
C 6.332 2.902 -3.058 -1.07 -0.57 -0.42
N 4.832 3.237 -3.222 0.25 -0.04 -0.27
C 3.990 2.216 -3.878 0.69 -0.19 -0.27
C 4.695 4.537 -3.986 0.84 0.25 1.27
C 4.997 5.607 -2.946 0.78 -0.48 0.26
C 4.533 4.959 -1.607 -0.03 1.53 1.67
C 4.280 3.511 -1.841 -0.61 -1.22 -0.08
H 9.164 1.852 -4.732 -0.72 0.16 0.61
H 8.517 1.382 -3.131 0.63 -0.12 0.75
H 8.766 3.191 -3.564 0.23 -1.73 -0.01
H 6.582 1.316 -4.602 -0.02 0.24 0.38
H 7.004 2.919 -5.158 -0.43 0.29 -0.06
H 6.742 3.861 -2.794 0.54 0.31 -0.13
H 6.420 2.295 -2.144 -0.14 -0.24 -0.51
H 2.982 2.569 -3.879 -0.79 -0.05 0.48
H 4.162 1.276 -3.393 -0.33 -0.53 0.41
H 4.228 2.104 -4.915 0.62 0.03 -0.64
H 3.698 4.689 -4.270 -1.55 -0.46 -0.57
H 5.326 4.524 -4.861 0.25 -0.05 -0.13
H 4.558 6.564 -3.207 -0.37 -0.04 0.17
H 6.067 5.779 -2.969 0.23 0.19 0.38
H 3.625 5.433 -1.181 0.36 -0.15 -0.61
H 5.227 5.009 -0.741 0.12 0.52 -0.91
H 3.208 3.275 -1.884 0.28 0.09 -0.02
H 4.745 2.828 -1.089 -0.29 0.44 -0.78
C -2.504 -4.961 -10.073 -1.52 1.56 1.23
C -1.527 -4.891 -8.893 0.42 -1.58 1.32
C -0.197 -4.181 -9.186 -2.57 -0.64 -0.46
N 0.903 -4.299 -8.273 1.01 -1.50 2.87
C 1.239 -5.769 -7.898 2.62 2.01 -0.40
C 0.709 -3.644 -6.887 -0.36 -0.55 0.37
C 1.563 -2.410 -6.907 0.66 1.86 1.88
C 2.733 -2.713 -7.866 -2.35 -1.60 -0.25
C 2.070 -3.592 -8.942 0.65 -0.71 0.14
H -2.939 -3.965 -10.345 0.18 -0.50 0.79
H -3.375 -5.633 -9.868 0.99 0.43 -0.25
H -2.031 -5.164 -10.975 0.99 -1.26 -1.58
H -1.279 -5.941 -8.541 -0.36 0.94 -0.61
H -2.022 -4.456 -8.012 0.12 0.12 -0.27
H -0.411 -3.156 -9.318 -0.11 1.40 -0.04
H 0.176 -4.518 -10.116 0.32 -0.56 -1.19
H 1.252 -6.265 -8.818 -0.08 -1.16 -1.40
H 0.554 -6.245 -7.209 0.06 0.43 0.26
H 2.353 -5.678 -7.583 -2.14 -0.56 0.09
H 0.966 -4.383 -6.087 0.24 0.72 -0.78
H -0.356 -3.502 -6.745 -0.13 0.39 -0.11
H 2.044 -2.231 -5.900 -0.80 -0.48 -0.73
H 0.966 -1.464 -7.036 0.61 -0.94 -0.64
H 3.387 -3.355 -7.312 0.99 0.10 0.22
H 3.157 -1.860 -8.320 0.84 0.82 -0.20
H 2.713 -4.366 -9.443 -0.54 0.80 0.53
H 1.583 -2.999 -9.692 0.23 0.43 -0.46
C 1.426 9.055 3.376 -0.17 1.77 0.14
C 0.243 9.659 4.210 0.69 -0.81 -0.22
C -0.017 8.761 5.423 -1.53 1.24 -0.22
N -1.290 9.099 6.276 0.61 -0.02 0.56
C -2.509 9.219 5.436 1.61 -0.98 -0.90
C -1.098 10.374 7.151 -0.38 -0.67 -0.52
C -0.403 9.921 8.416 0.21 -1.06 -0.81
C -1.173 8.623 8.684 0.23 -0.87 -0.12
C -1.424 7.993 7.286 1.38 0.00 1.16
H 2.384 9.314 3.815 0.16 -0.05 0.14
H 1.458 9.398 2.328 -0.27 0.20 0.54
H 1.342 8.009 3.315 -0.17 -1.51 0.10
H -0.603 9.634 3.549 -0.59 -0.04 -0.19
H 0.406 10.697 4.477 0.24 0.16 0.07
H 0.746 8.742 6.154 1.11 0.19 0.59
H -0.197 7.765 5.096 0.03 -0.64 -0.16
H -3.296 9.489 6.057 -1.46 0.77 1.04
H -2.741 8.223 5.033 0.27 0.54 -0.29
H -2.270 9.969 4.687 -0.56 -0.11 -0.15
H -2.108 10.719 7.415 0.29 -0.01 -0.29
H -0.607 11.072 6.508 0.32 0.68 -0.10
H -0.556 10.590 9.229 -0.02 0.77 0.49
H 0.683 9.760 8.298 -0.46 0.05 -0.06
H -2.155 8.875 9.078 0.07 -0.02 0.50
H -0.617 7.933 9.373 -0.79 0.60 -0.65
H -2.310 7.421 7.188 -1.36 0.12 -0.11
H -0.687 7.237 7.091 0.71 -0.12 -0.30
C -13.521 -3.583 0.219 -0.08 1.61 0.37
C -12.656 -4.404 -0.736 -0.59 0.81 -1.17
C -11.489 -3.502 -1.208 -0.15 -0.55 -0.03
N -10.284 -4.248 -1.773 -0.24 -1.77 1.41
C -10.642 -4.924 -3.019 -0.87 -1.62 -1.53
C -9.795 -5.344 -0.770 0.19 0.34 -0.37
C -8.291 -5.223 -0.786 0.93 -0.70 1.19
C -7.927 -3.768 -1.017 -1.95 0.40 -0.45
C -9.123 -3.363 -2.006 1.98 -0.30 0.82
H -12.896 -3.302 1.116 -0.79 -0.27 -0.78
H -14.475 -4.020 0.571 0.77 -0.19 -0.32
H -13.825 -2.610 -0.282 0.39 -1.02 0.56
H -13.236 -4.818 -1.571 -0.02 0.54 -0.10
H -12.314 -5.289 -0.277 0.73 -0.92 0.95
H -11.152 -2.945 -0.335 0.32 0.08 -0.10
H -11.758 -2.798 -2.004 -0.24 -0.09 0.30
H -11.391 -5.758 -2.863 0.84 1.06 0.15
H -9.734 -5.404 -3.503 -1.08 0.86 0.59
H -11.145 -4.184 -3.659 0.52 -0.30 -0.15
H -10.171 -6.355 -1.031 0.11 0.85 -0.02
H -10.185 -5.057 0.190 -0.20 0.08 0.41
H -7.858 -5.784 -1.577 0.21 -0.82 -0.82
H -7.865 -5.659 0.157 -0.37 0.50 -0.79
H -6.968 -3.595 -1.534 -0.42 -0.11 0.55
H -8.004 -3.250 -0.050 0.21 0.30 -0.53
H -8.784 -3.500 -3.015 0.12 -0.21 -0.49
H -9.433 -2.364 -1.937 -0.41 1.43 0.33
C 4.378 2.740 6.193 0.37 -1.06 0.15
N 5.860 2.856 6.003 -0.30 1.26 -0.10
C 6.374 3.899 6.982 0.81 0.47 -1.40
C 6.507 1.521 6.259 -0.36 1.28 1.06
C 6.240 3.346 4.617 1.08 -0.57 -0.29
C 5.450 2.749 3.439 -0.72 0.85 -0.31
O 5.481 1.358 3.437 0.13 -0.67 -0.02
H 4.022 1.893 5.622 -0.07 -0.06 -0.16
H 3.767 3.590 5.978 0.25 0.80 -0.54
H 4.263 2.547 7.243 -0.24 -0.28 0.57
H 5.713 4.764 7.109 -0.08 -0.33 -0.63
H 7.360 4.236 6.588 -0.67 -0.22 0.55
H 6.480 3.479 7.940 0.25 -0.82 1.13
H 7.565 1.698 6.399 0.15 -0.19 0.00
H 6.279 0.905 5.442 -0.07 -0.81 -1.19
H 6.030 1.126 7.146 0.22 -0.14 0.35
H 7.340 3.161 4.531 -0.83 -0.31 -0.02
H 6.212 4.424 4.680 -0.66 0.33 -0.40
H 5.866 3.182 2.505 0.10 -0.12 0.45
H 4.401 3.109 3.458 0.33 -0.05 0.17
H 4.950 0.957 2.684 0.12 0.38 0.18
C 0.258 -1.097 7.160 -0.46 -2.10 -0.68
N -0.707 -0.304 6.279 -0.41 0.01 1.93
C -1.242 -1.134 5.189 0.90 0.16 -0.60
C -1.891 0.039 7.219 3.17 0.50 0.80
C -0.103 0.938 5.619 0.89 -0.66 -1.12
C 0.686 1.901 6.512 0.14 -0.06 0.07
O 1.531 2.771 5.779 -0.86 -0.59 -0.47
H -0.290 -2.034 7.455 0.55 0.60 -0.79
H 0.455 -0.711 8.129 -0.01 1.37 0.52
H 1.245 -1.355 6.718 -0.96 0.32 -0.34
H -0.428 -1.686 4.793 0.83 -0.53 -0.59
H -1.616 -0.507 4.395 -0.37 0.21 -0.03
H -1.951 -1.831 5.538 -0.96 -0.59 0.53
H -2.535 -0.783 7.460 -0.17 -0.43 -0.34
H -2.323 0.907 6.836 -1.30 1.06 -0.81
H -1.342 0.365 8.112 -0.68 -0.07 0.10
H -0.963 1.419 5.125 0.59 0.04 -0.02
H 0.619 0.498 4.846 -1.08 0.80 0.88
H 1.239 1.304 7.249 0.33 0.30 -0.21
H 0.034 2.560 7.039 -0.95 0.15 0.73
H 0.861 3.350 5.290 0.34 0.04 0.12
C 5.628 -2.476 0.599 1.52 0.17 1.28
N 6.220 -2.268 -0.714 -0.01 -0.73 -2.16
C 6.748 -3.618 -1.223 -0.11 1.12 0.19
C 5.032 -1.987 -1.629 0.51 0.52 -1.39
C 7.362 -1.289 -0.748 0.12 -0.51 -0.17
C 7.052 -0.066 0.079 0.19 0.15 1.30
O 5.930 0.659 -0.314 1.15 0.48 -1.83
H 5.265 -1.576 1.057 -0.46 0.42 -0.19
H 6.403 -2.881 1.249 -0.11 -0.28 0.07
H 4.839 -3.145 0.430 -1.07 -1.06 0.28
H 7.524 -3.991 -0.557 -0.21 0.00 0.11
H 7.170 -3.418 -2.196 0.14 -0.08 -0.30
H 5.892 -4.265 -1.325 0.00 -0.39 0.13
H 4.401 -2.854 -1.507 -0.38 0.21 -0.24
H 5.342 -1.927 -2.712 0.00 -0.16 1.20
H 4.505 -1.063 -1.389 0.33 -0.21 0.39
H 7.587 -0.964 -1.767 -0.57 -0.29 -0.24
H 8.272 -1.885 -0.472 -0.74 0.85 0.41
H 7.953 0.548 0.019 0.04 0.18 0.20
H 6.876 -0.349 1.133 0.63 0.05 -0.22
H 5.167 0.485 0.305 -0.78 -0.10 0.47
C 1.108 -16.809 3.448 0.56 -1.70 0.55
N -0.144 -16.239 3.963 0.13 -1.21 2.06
C -0.509 -15.224 3.036 -1.80 1.85 -2.57
C -1.232 -17.264 4.147 1.43 -1.15 1.78
C 0.196 -15.705 5.392 -0.59 1.22 -1.59
C -0.896 -14.858 6.042 1.18 -0.29 3.96
O -0.775 -13.538 5.687 -2.05 2.98 -0.71
H 0.963 -17.438 2.569 -0.21 0.40 -0.12
H 1.524 -17.463 4.216 0.04 0.05 -0.03
H 1.792 -16.000 3.278 0.35 0.24 -0.28
H -0.680 -15.715 2.017 0.34 0.66 1.35
H 0.319 -14.506 2.955 -0.47 -0.13 -0.01
H -1.463 -14.679 3.283 1.09 -0.67 0.11
H -0.828 -17.995 4.933 -0.80 1.08 -1.00
H -1.382 -17.863 3.272 -0.21 0.15 -0.75
H -2.124 -16.765 4.513 -0.01 -0.10 -0.16
H 1.203 -15.206 5.295 -1.40 0.14 0.15
H 0.366 -16.518 6.043 0.05 -1.38 0.25
H -0.475 -14.911 7.104 -0.28 -0.11 -0.69
H -1.933 -15.173 6.341 0.74 -0.43 -1.55
H -1.548 -12.952 6.015 1.94 -1.74 -0.72
C -5.157 4.238 -5.992 0.36 -0.27 -0.56
N -4.543 5.513 -5.443 2.50 -1.68 -0.45
C -3.052 5.333 -5.801 -1.48 1.37 -0.06
C -5.065 6.795 -5.993 -0.05 -0.23 -0.56
C -4.656 5.341 -3.927 -0.60 1.75 0.17
C -4.373 6.569 -2.935 -0.47 -0.66 -2.29
O -5.196 7.740 -3.219 0.39 -1.44 0.49
H -6.155 4.122 -5.621 -0.70 0.22 -0.16
H -4.612 3.338 -5.662 0.17 0.73 0.42
H -5.082 4.166 -7.086 -0.30 0.65 0.29
H -2.741 4.414 -5.353 0.55 -0.21 0.67
H -2.610 6.255 -5.443 0.64 -0.25 0.13
H -2.966 5.269 -6.873 -0.05 0.13 -0.43
H -6.141 6.743 -5.836 -0.02 0.44 -0.31
H -4.761 6.948 -7.061 -0.52 -0.62 0.87
H -4.644 7.630 -5.441 -0.08 -0.18 0.22
H -4.027 4.488 -3.697 0.28 -0.08 0.34
H -5.690 5.070 -3.907 -0.81 -0.12 1.02
H -3.348 6.878 -3.072 0.51 -0.06 0.23
H -4.513 6.130 -1.947 -0.07 0.27 0.02
H -5.513 8.054 -2.370 -0.16 0.22 0.03
C -1.266 2.793 -3.529 1.21 1.11 -1.76
O -0.027 3.707 -3.631 0.23 -1.08 0.00
O -2.379 3.397 -3.399 -1.00 0.54 -0.11
C -1.170 1.893 -4.826 0.70 0.55 1.01
F -1.420 2.533 -6.009 0.38 -0.44 0.61
F 0.046 1.241 -4.916 -0.91 0.59 -0.41
F -2.093 0.950 -4.672 -0.43 -0.73 -0.55
C -0.234 5.065 -3.948 0.20 -1.55 0.27
C 1.001 5.816 -3.500 -2.04 1.96 0.33
H 0.690 6.892 -3.508 0.58 -0.49 -0.25
H 1.110 5.625 -2.442 0.61 -0.42 0.22
H 1.880 5.719 -4.101 0.50 -0.35 -0.25
H -1.092 5.348 -3.362 -0.52 0.74 0.12
H -0.475 5.158 -5.007 0.17 0.37 -0.25
H -0.963 2.130 -2.748 0.44 -0.78 1.01
C 1.850 -4.441 -3.261 -0.82 -1.42 -0.75
O 0.199 -4.593 -3.080 0.82 2.98 0.25
O 2.341 -3.299 -3.509 0.12 0.06 0.08
C 2.357 -5.131 -1.936 -0.56 4.58 -0.07
F 1.633 -4.501 -0.920 1.02 -1.56 -0.29
F 2.271 -6.411 -1.914 0.12 -1.19 0.70
F 3.693 -4.712 -1.642 -1.29 -1.41 -0.31
C -0.240 -3.203 -2.864 1.81 -1.70 -3.55
C -1.654 -2.982 -3.245 -0.72 -1.18 -0.54
H -1.790 -2.995 -4.313 -0.31 -0.18 -0.58
H -2.398 -3.674 -2.757 0.93 0.46 -0.44
H -1.861 -2.006 -2.918 -0.69 1.53 0.38
H 0.576 -2.479 -3.306 -1.91 -1.23 0.21
H -0.221 -2.976 -1.899 0.53 0.59 4.64
H 1.739 -5.169 -4.089 1.09 -0.39 0.03
C 2.853 0.388 1.169 -0.49 -0.48 -1.37
O 2.543 1.762 1.498 -1.09 -0.45 -1.09
O 4.160 0.128 1.252 -0.40 0.27 1.62
C 1.931 -0.621 1.965 2.04 0.29 -2.06
F 2.358 -1.900 1.678 -0.61 0.85 0.54
F 1.938 -0.439 3.257 0.07 -0.21 1.91
F 0.676 -0.502 1.548 -0.82 -0.28 -0.09
C 1.330 2.251 0.794 -0.60 1.20 2.82
C 1.367 3.788 0.536 0.54 -1.58 -0.02
H 1.184 4.367 1.442 0.30 -0.19 -0.15
H 2.273 4.072 0.011 0.39 0.18 0.25
H 0.585 3.989 -0.167 -0.79 0.22 -0.34
H 0.429 2.140 1.483 1.17 -0.19 -0.71
H 1.132 1.642 -0.060 0.17 -0.20 -0.90
H 2.470 0.132 0.129 0.20 0.69 0.45
C -1.472 4.212 3.930 -2.18 2.15 -0.48
O -1.387 3.227 2.910 0.61 -1.09 -0.50
O -0.622 4.260 4.904 1.40 -0.85 -0.22
C -1.529 5.655 3.085 1.13 -1.69 -0.45
F -1.296 6.695 3.932 -0.14 -0.18 -0.78
F -0.572 5.656 2.080 -0.53 0.60 1.26
F -2.672 5.933 2.424 -0.12 -0.03 0.54
C -2.610 2.822 2.243 0.33 1.66 0.86
C -2.443 1.540 1.460 0.02 -0.40 0.11
H -3.370 1.448 0.919 -0.22 -0.21 -0.69
H -1.576 1.324 0.821 -0.26 1.18 -0.16
H -2.400 0.660 2.071 -0.19 -0.42 1.01
H -3.000 3.662 1.591 0.61 -0.89 0.45
H -3.365 2.731 3.064 0.19 -0.30 -0.69
H -2.507 4.153 4.323 -0.50 -0.06 -0.11